Below is a structure of composition C23H43Cl3GaN3O4Si in a non-equilibrium geometry, with properties calculated with ωB97M-V/def2-TZVPD.

XYZ file:
```
78
Properties=species:S:1:pos:R:3:forces:R:3
C -3.56393 -0.71219 2.87775 -0.16 0.29 0.12
C -3.61407 -2.13235 2.38180 -0.32 -1.21 -0.82
H -4.11680 -0.02538 2.20635 0.39 -0.23 0.41
H -2.50821 -0.38170 2.96519 -0.80 -0.06 -0.11
H -4.00199 -0.65305 3.89172 0.03 0.04 -0.43
C -4.74417 -2.82830 2.17015 0.28 0.79 0.54
C -6.08675 -2.17319 2.27855 -0.87 -0.02 0.02
H -4.76589 -3.90491 1.97535 0.31 0.58 -0.06
H -6.18368 -1.26730 1.64152 0.17 -0.47 0.41
H -6.37331 -1.89600 3.31319 0.25 -0.04 -0.42
H -6.84155 -2.89410 1.93480 0.00 0.33 0.08
Ga -0.04661 0.09859 1.99006 -0.21 -0.36 -0.79
Cl 0.39172 -1.33988 3.54702 0.39 0.31 0.35
C 2.77144 -0.35540 1.01357 -2.00 0.33 -0.23
O 1.54143 -0.00762 0.81161 1.56 -0.25 0.14
N 3.62851 -0.51323 0.02838 0.59 0.31 -0.03
C 3.33272 -0.16692 -1.39003 -0.47 0.11 -0.04
C 5.00073 -0.96110 0.32981 0.18 -0.42 0.83
H 3.11116 -0.53919 2.05377 -0.02 -0.04 -0.66
H 2.81532 0.82456 -1.42463 0.35 -0.99 -0.03
H 2.72022 -0.97897 -1.83813 0.24 0.70 0.26
H 4.29424 -0.10096 -1.93982 -0.67 0.05 0.51
H 5.45574 -0.39820 1.15566 -0.28 0.08 -0.27
H 5.65144 -0.87591 -0.53112 -0.21 0.28 -0.18
H 5.03813 -2.01711 0.62666 -0.31 0.15 -0.11
H 6.01233 4.66661 -2.74593 -0.22 0.00 0.08
H 6.08637 6.18435 -0.35590 -0.44 0.05 -0.13
C 4.94858 4.93965 -2.66211 0.05 -0.04 -0.01
C 5.00584 6.25825 -0.59222 -0.17 -0.15 0.11
N 4.51562 5.07087 -1.27807 0.20 -0.45 -0.01
H 4.35023 4.18188 -3.17586 0.11 0.17 0.16
C 4.16627 3.95673 -0.55337 0.40 -0.27 -0.76
O 4.20538 2.80562 -0.98879 -0.23 1.39 0.71
H 4.43989 6.36458 0.34087 0.22 0.21 -0.16
H 3.83923 4.25619 0.47031 0.11 -0.49 -0.30
H 4.81606 5.92042 -3.13638 -0.03 -0.31 -0.03
H 4.84352 7.12829 -1.24496 0.01 -0.19 0.38
H -1.47794 6.72123 -1.39891 -0.07 -0.23 -0.05
H -2.43017 3.51728 -0.88492 -0.09 -0.39 -0.36
C -1.43009 6.06174 -2.27823 0.77 0.43 0.20
C -2.16797 3.70164 -1.93592 0.09 0.22 0.34
N -1.09355 4.68602 -1.95048 0.34 -0.05 -0.32
H -0.63885 6.46786 -2.93458 -0.55 -0.02 0.11
C 0.19722 4.25656 -1.85638 -0.21 -1.27 -0.15
O 0.51330 3.06089 -1.82385 -0.17 1.81 0.17
H -1.84084 2.78619 -2.44239 -0.17 0.16 0.31
H 0.94284 5.08799 -1.80962 -0.29 -0.36 -0.13
H -2.40901 6.10267 -2.76585 0.37 -0.04 -0.09
H -3.03023 4.14856 -2.43823 0.09 -0.27 0.02
O -1.50518 -1.80900 1.30854 0.51 1.21 -1.12
C -2.23640 -2.70430 2.14787 0.69 0.70 0.53
C -2.84691 -4.81837 0.81466 0.92 -1.55 0.10
C -2.02292 -4.14208 1.72315 -0.89 0.13 0.90
H -3.67046 -4.31107 0.31465 0.45 -0.17 -0.02
C -2.60156 -6.20874 0.58805 -0.11 1.54 0.31
H -1.74647 -2.56660 3.13754 -0.08 -0.43 -0.47
C -1.04938 -4.82968 2.44987 0.15 -0.92 -0.07
H -3.20455 -6.71507 -0.14379 -0.17 -0.23 -0.12
C -1.59313 -6.88977 1.27045 0.06 -0.04 -0.48
C -0.81899 -6.20103 2.19292 0.44 1.05 0.58
H -0.50505 -4.30249 3.26789 -0.33 -0.49 -0.93
H -1.38470 -7.94458 1.02801 -0.18 0.60 0.26
H 0.00800 -6.66785 2.73514 -0.41 -0.13 -0.20
Si -1.07797 -1.45995 -0.50064 0.96 -1.64 -1.56
Cl -1.90832 0.54430 0.05004 0.12 0.68 1.69
C -2.08332 -2.67879 -1.57547 -0.43 -0.09 0.13
C 0.51837 -2.54536 -0.17801 0.23 0.29 0.34
C -0.42301 -0.35452 -2.01858 0.17 -0.57 -0.61
H -1.89142 -3.71625 -1.25501 -0.19 0.44 0.03
H -1.75558 -2.62734 -2.63498 -0.16 0.26 0.64
H -3.16673 -2.50007 -1.54182 0.13 -0.12 -0.09
H -1.21832 0.21677 -2.57045 0.43 -0.62 0.62
H -0.02147 -1.09815 -2.75068 0.04 0.52 0.33
H 0.35206 0.39777 -1.78564 -0.25 -0.40 0.03
H 0.24662 -3.60680 -0.32946 -0.04 0.44 0.06
H 0.87260 -2.46089 0.86518 -0.13 -0.16 -0.46
H 1.36246 -2.31002 -0.83890 -0.20 -0.06 0.01
Cl 0.10189 2.17765 2.60207 -0.27 -0.36 -0.03
```
Forces are in eV/Å.

Properties
E	-4962.3602	a.u.
relative energy (zero: lowest compared OMol25 entry of this formula, charge and spin)	74.5	kcal per mole
total charge	0
maximum force	2.46	eV/A
E_HOMO	-0.292	hartree